Record 1
# C41H63BrCdO4PSi

A structure of composition C41H63BrCdO4PSi (the ωB97M-V functional and the def2-TZVPD basis, the Open Molecules 2025 dataset).

Atoms and positions in Å:
Cd -0.445262 -0.218405 0.605612
C -1.660393 2.560876 -1.254810
C -2.270065 2.539420 0.125734
O -1.354302 2.131036 1.127737
C -0.424039 3.063295 1.648504
C 0.840214 3.155385 0.825263
O 1.259568 1.841789 0.504900
C 2.337814 1.830507 -0.413408
C 2.510778 0.414827 -0.905468
O 1.274491 -0.184244 -1.284619
C 0.761998 0.135578 -2.566078
C -0.101696 1.378142 -2.567377
O -0.979218 1.333536 -1.457475
H -0.963007 3.396012 -1.369771
H -2.458825 2.689817 -1.993451
H -3.071257 1.799272 0.150664
H -2.693933 3.520362 0.357824
H -0.170649 2.693502 2.641419
H -0.878099 4.052117 1.747842
H 1.604889 3.673622 1.414033
H 0.685855 3.731451 -0.092235
H 3.266050 2.156012 0.067155
H 2.130783 2.521794 -1.235618
H 2.896019 -0.196763 -0.096322
H 3.220424 0.386784 -1.735654
H 0.174192 -0.728938 -2.870123
H 1.578597 0.260999 -3.282485
H -0.665749 1.406620 -3.505851
H 0.503809 2.287494 -2.519850
C -2.888276 -1.069663 -3.348187
C -3.908086 -1.318416 -2.270805
C -5.237591 -0.981466 -2.507055
C -6.219134 -1.188915 -1.549182
C -5.877001 -1.746847 -0.329239
C -4.559077 -2.102910 -0.079022
C -3.562062 -1.898501 -1.033006
P -1.816407 -2.323131 -0.641789
C -1.398105 -3.691510 -1.773809
C -2.367993 -4.254809 -2.603251
C -2.042131 -5.260667 -3.500406
C -0.734417 -5.713845 -3.572670
C 0.230592 -5.175276 -2.733994
C -0.076327 -4.166519 -1.823987
C 0.990403 -3.659597 -0.886193
C -1.966989 -3.152988 0.974695
C -2.127567 -4.538048 1.057034
C -2.270904 -5.164401 2.283648
C -2.246454 -4.399618 3.444279
C -2.089051 -3.026409 3.370748
C -1.960664 -2.367220 2.143916
C -1.890717 -0.878793 2.093017
H -3.287599 -0.402897 -4.113331
H -2.579486 -1.998337 -3.836108
H -2.004455 -0.611476 -2.914321
H -5.504511 -0.548040 -3.465311
H -7.247045 -0.918381 -1.758446
H -6.631344 -1.913425 0.430219
H -4.308468 -2.548006 0.876007
H -3.390801 -3.901633 -2.543957
H -2.808173 -5.689349 -4.134786
H -0.465099 -6.492127 -4.276328
H 1.248310 -5.547538 -2.776651
H 1.961560 -4.084613 -1.140245
H 0.762582 -3.937601 0.147286
H 1.077097 -2.573862 -0.923457
H -2.143264 -5.129505 0.148884
H -2.414827 -6.236440 2.335452
H -2.359238 -4.877126 4.411247
H -2.093076 -2.438605 4.282113
H -1.732800 -0.446683 3.078584
H -2.821507 -0.467077 1.688926
C 3.503245 -4.683073 2.250150
C 2.663673 -4.198608 3.443133
C 1.184909 -4.432821 3.097327
C 3.015737 -5.065376 4.669042
Si 3.056804 -2.367233 3.824850
Br 2.119604 -1.208659 2.025464
C 4.899442 -1.870219 3.676322
C 5.440073 -1.938803 2.237957
C 5.751742 -2.800618 4.559742
C 5.098563 -0.417884 4.142164
C 2.165660 -1.654874 5.357635
C 1.934145 -0.138003 5.253002
C 2.997732 -1.949497 6.622166
C 0.785678 -2.300782 5.531100
H 3.205900 -5.708198 2.003737
H 4.569376 -4.702859 2.480552
H 3.348752 -4.066687 1.359774
H 1.079588 -5.435334 2.666092
H 0.794694 -3.720141 2.367599
H 0.542750 -4.392282 3.973171
H 2.789845 -6.113717 4.445214
H 2.435501 -4.788577 5.552563
H 4.074252 -5.006782 4.930246
H 5.403120 -2.937733 1.810405
H 6.490734 -1.627668 2.252601
H 4.903867 -1.262767 1.570007
H 5.743131 -3.829028 4.192999
H 5.424519 -2.808357 5.602263
H 6.792218 -2.458253 4.543573
H 4.485389 0.278283 3.563428
H 6.147557 -0.140906 3.989925
H 4.877268 -0.278560 5.199937
H 2.853475 0.426873 5.103003
H 1.480635 0.208845 6.189111
H 1.247770 0.105498 4.440361
H 3.946391 -1.411537 6.633272
H 3.212842 -3.016185 6.738120
H 2.431557 -1.630783 7.503595
H 0.164278 -2.169383 4.642087
H 0.275727 -1.819329 6.373351
H 0.848146 -3.366517 5.754434

Atomic forces in eV per Å
Cd 0.1 0.3 -0.4
C 0.0 0.0 -0.1
C 0.0 0.0 0.1
O -0.1 -0.1 0.1
C -0.1 0.0 0.0
C 0.0 0.1 0.0
O 0.1 0.0 0.0
C 0.0 0.0 0.0
C 0.0 0.0 -0.1
O 0.1 -0.1 0.4
C 0.0 -0.1 -0.1
C 0.0 0.0 -0.1
O 0.0 0.0 -0.1
H 0.0 0.0 0.0
H 0.0 0.0 0.0
H 0.0 0.0 0.1
H 0.0 0.0 0.0
H -0.1 0.0 0.1
H 0.0 0.1 0.0
H 0.0 0.0 0.0
H 0.0 0.0 -0.1
H 0.0 0.0 0.0
H 0.0 0.0 0.0
H 0.1 -0.1 -0.1
H 0.0 0.0 -0.1
H 0.0 -0.1 0.0
H 0.0 0.0 0.0
H 0.0 0.0 0.0
H 0.0 0.0 0.0
C -0.1 -0.1 0.0
C 0.0 0.0 0.1
C 0.0 0.0 0.0
C 0.0 0.0 0.0
C 0.0 0.0 0.0
C 0.0 0.0 0.0
C 0.0 0.1 -0.1
P -0.1 -0.2 0.1
C 0.0 0.0 -0.1
C 0.1 0.0 0.0
C 0.0 0.0 0.0
C 0.0 0.0 0.0
C 0.0 0.0 0.0
C 0.0 0.0 0.0
C -0.1 -0.1 0.0
C 0.0 0.0 0.0
C 0.1 0.0 0.0
C 0.0 0.0 0.0
C 0.0 0.0 0.0
C 0.0 0.0 0.0
C -0.1 0.1 0.0
C 0.0 -0.1 0.0
H 0.0 0.0 0.0
H 0.0 0.1 0.0
H 0.2 0.1 0.0
H 0.0 0.0 0.0
H 0.0 0.0 0.0
H 0.0 0.0 0.0
H 0.0 0.0 0.0
H 0.0 0.0 0.0
H 0.0 0.0 0.0
H 0.0 0.0 0.0
H 0.0 0.0 0.0
H 0.0 0.0 0.0
H 0.0 0.0 0.0
H 0.0 0.1 0.0
H 0.0 0.0 0.0
H 0.0 0.0 0.0
H 0.0 0.0 0.0
H 0.0 0.0 0.0
H 0.0 0.0 0.0
H 0.0 0.0 0.0
C 0.0 0.0 0.0
C 0.1 0.0 0.1
C 0.0 -0.1 0.0
C 0.0 0.0 0.0
Si -0.1 0.1 -0.2
Br -0.1 -0.2 0.3
C 0.0 0.0 0.0
C 0.1 0.0 0.0
C 0.0 0.0 0.0
C 0.1 0.0 0.0
C 0.1 0.0 0.0
C 0.0 0.0 0.1
C 0.0 0.0 0.0
C 0.0 0.0 0.0
H 0.0 0.0 0.0
H 0.0 0.0 0.0
H 0.0 0.0 0.0
H 0.0 0.0 0.0
H 0.0 0.0 0.0
H 0.0 0.0 0.0
H 0.0 0.0 0.0
H 0.0 0.0 -0.1
H -0.1 0.0 0.0
H 0.0 0.0 0.0
H 0.0 0.0 0.0
H 0.0 0.0 0.0
H 0.0 0.1 0.0
H 0.0 0.0 -0.1
H 0.0 0.0 0.0
H 0.0 0.0 0.0
H 0.0 0.0 0.0
H 0.0 0.0 0.0
H -0.1 0.0 0.0
H 0.0 0.0 -0.1
H 0.0 0.0 0.0
H 0.0 0.0 0.0
H 0.0 0.1 0.0
H 0.0 0.0 0.0
H 0.0 0.0 0.0
H 0.0 0.0 0.0
H 0.0 0.1 0.0

Values from the calculation:
- E_LUMO: -0.063 Ha
- Total energy: -5273.4993 hartree
- Gap between HOMO and LUMO: 8.25 eV
- Total charge: +1

---

Record 2
# C26H21Cl8F3O2

A cluster of 6 separate species, C26H21Cl8F3O2 in total at a distorted geometry (the ωB97M-V functional and the def2-TZVPD basis, the Open Molecules 2025 dataset).

Atoms and positions in Å:
F -4.829025 -0.295891 -0.871193
C -4.949183 0.536250 -1.863903
C -5.846989 1.624526 -1.717122
C -6.067201 2.473605 -2.873836
C -5.545364 2.075056 -4.096671
C -4.652511 1.022718 -4.232518
C -4.371620 0.307544 -3.111114
H -6.258740 1.630530 -0.718712
H -6.778255 3.286472 -2.867254
H -5.825947 2.668750 -4.954110
H -4.294131 0.657868 -5.183747
H -3.657736 -0.492546 -3.239988
F 1.650660 0.254757 3.867839
C 1.024294 1.075808 4.788895
C 1.487632 0.945459 6.085107
C 0.883343 1.727426 7.051307
C -0.142463 2.598228 6.802363
C -0.513725 2.776689 5.462298
C 0.061526 1.961676 4.438847
H 2.158714 0.116340 6.254239
H 1.087145 1.473238 8.080988
H -0.637153 3.138613 7.595870
H -1.311574 3.382502 5.058791
H -0.312012 2.027310 3.427631
F 4.316235 -2.990637 -6.962169
C 4.825664 -2.573444 -5.824202
C 6.000262 -1.886880 -5.842340
C 6.662149 -1.523646 -4.647742
C 5.972504 -1.674220 -3.485482
C 4.784368 -2.413368 -3.353917
C 4.266533 -2.919927 -4.573316
H 6.385131 -1.816252 -6.848960
H 7.666982 -1.130136 -4.604788
H 6.400430 -1.309613 -2.563336
H 4.267548 -2.486721 -2.408442
H 3.445775 -3.621845 -4.564615
C -1.398691 -0.351657 0.183343
C -0.267833 -0.563824 -0.642396
C 0.818663 -1.216240 -0.075942
C 0.962669 -1.385952 1.322915
C -0.136941 -1.217957 2.086552
C -1.330709 -0.773147 1.509528
O -2.347900 -0.486160 2.370614
O 1.907249 -1.454806 -0.864653
H -2.261146 0.156310 -0.222309
H -0.199994 -0.270392 -1.679553
H 1.905384 -1.681550 1.759172
H -0.031202 -1.440893 3.137984
H -3.210048 -0.330752 1.978009
H 1.675844 -1.277468 -1.779309
C -3.069497 -1.264587 6.096281
Cl -1.503850 -1.637994 6.821238
Cl -3.493980 -2.664070 5.033742
Cl -4.175834 -1.056724 7.521539
Cl -3.041166 0.244095 5.186361
C 2.375862 1.598797 -3.454770
Cl 4.136603 1.729244 -3.759084
Cl 1.727555 0.028870 -3.952587
Cl 2.078816 1.841401 -1.673480
Cl 1.526881 2.849215 -4.407893

Atomic forces in eV per Å
F 0.7 -1.2 1.4
C -1.9 3.0 -2.6
C 1.4 -0.5 -1.5
C -0.1 -2.1 1.6
C 0.0 1.0 -0.3
C -1.1 0.5 0.2
C 1.3 -1.6 1.0
H -0.5 0.9 -0.1
H 0.1 0.1 0.3
H 0.0 0.0 -0.2
H 0.2 0.4 -0.1
H 0.0 -0.4 0.3
F -0.7 0.8 0.4
C 1.7 -1.0 -0.1
C -0.7 -0.1 -0.6
C 0.4 -1.5 1.2
C -0.6 1.0 -1.7
C 0.4 -1.4 -1.0
C -1.0 1.2 0.6
H 0.3 0.3 0.4
H 0.3 0.3 0.2
H 0.0 0.0 0.0
H -0.1 0.4 0.7
H 0.1 0.0 -0.1
F -0.7 -0.5 -0.8
C 0.3 0.0 3.3
C 1.2 0.0 -0.3
C -0.8 0.0 -1.5
C -0.5 -0.6 2.1
C 0.3 0.5 -2.8
C -0.4 0.0 0.3
H 0.7 0.5 0.1
H -0.1 0.2 -0.4
H 0.2 0.1 0.1
H 0.1 -0.4 0.0
H -0.3 0.1 0.0
C 1.3 -0.5 -0.4
C -0.7 -0.8 1.5
C 0.8 1.2 0.2
C 0.3 -0.5 -2.1
C -0.9 -0.1 0.5
C -0.3 1.2 -0.4
O -0.3 -0.3 1.0
O 0.6 -0.5 0.2
H -0.2 0.0 0.2
H -0.3 0.1 -0.1
H 0.1 -0.1 -0.2
H -0.5 0.2 0.1
H 0.2 -0.1 -0.5
H 0.0 0.1 -0.1
C -0.2 -0.3 0.5
Cl 0.3 0.2 -0.3
Cl -0.2 0.9 0.6
Cl 0.0 -0.3 -0.9
Cl 0.0 -0.4 0.3
C 0.1 0.6 0.5
Cl -0.8 -0.3 0.1
Cl 0.3 0.1 0.0
Cl 0.1 -0.1 -1.2
Cl 0.3 -0.3 0.4

Values from the calculation:
- E_LUMO: -0.002 Ha
- SMILES string: ClC(Cl)(Cl)Cl.ClC(Cl)(Cl)Cl.Oc1ccc(O)cc1.Fc1ccccc1.Fc1ccccc1.Fc1ccccc1
- Total energy: -5134.8667 hartree
- Energy relative to the best compared isomer or geometry (same formula, charge and spin): 26.7 kcal/mol
- Gap between HOMO and LUMO: 7.72 eV

---

Record 3
# C35H31BBr2O4

A structure of composition C35H31BBr2O4 at a distorted geometry (the ωB97M-V functional and the def2-TZVPD basis, the Open Molecules 2025 dataset).

Atoms and positions in Å:
C 1.489124 0.152477 -4.450313
C 2.043988 -0.272743 -3.174011
C 3.351979 -0.627349 -2.834477
C 3.395315 -0.882389 -1.484676
C 1.981692 -0.773959 -0.934820
B -2.822812 -0.105090 0.287200
C 1.838340 0.299397 0.090655
C 2.949863 0.763860 0.988472
C 2.946809 2.152771 0.964934
C 1.999346 2.579253 0.039006
C 1.534430 3.878550 -0.399675
O 1.490385 1.521428 -0.575593
C -2.829622 0.692896 -0.999176
C -2.349486 0.480078 -2.280142
C -2.340806 1.739293 -2.955584
C -2.875349 2.659238 -2.074415
C -3.143728 4.081247 -2.142059
O -3.173839 2.052237 -0.881526
C 1.546490 -2.221785 -0.826759
C 0.476542 -2.849940 -1.448159
C 0.624826 -4.246687 -1.220304
C 1.790363 -4.412720 -0.521595
C 2.409321 -5.563204 0.095665
O 2.392366 -3.188083 -0.341949
O 1.238991 -0.296368 -2.105626
H 2.127928 0.933070 -4.888179
H 1.482309 -0.700530 -5.147143
H 0.465668 0.533006 -4.345490
H 4.180790 -0.652639 -3.539470
H 4.243897 -1.154379 -0.863378
H 3.653248 0.120740 1.510596
H 3.553341 2.823959 1.566398
H 1.568974 4.592669 0.426561
H 2.191036 4.253160 -1.190345
H 0.511474 3.838704 -0.783736
H -2.040324 -0.482107 -2.678866
H -1.974385 1.946959 -3.956334
H -3.024808 4.450070 -3.165614
H -4.162315 4.309201 -1.804913
H -2.440506 4.637932 -1.504826
H -0.356261 -2.375632 -1.961009
H -0.061969 -5.020738 -1.543686
H 1.770894 -6.440324 -0.075822
H 3.397571 -5.758151 -0.346382
H 2.507705 -5.422988 1.182155
Br 0.911671 -5.561528 3.975239
C 0.730422 -3.894576 3.069693
C -0.409022 -3.632583 2.311000
C -0.462118 -2.481628 1.525855
C 0.615216 -1.568478 1.488933
C 0.608817 -0.366639 0.532746
C -0.550069 0.357458 0.462490
C -1.682982 0.218342 1.384857
C -2.321704 1.443148 2.007484
C -3.684462 1.645072 1.874055
C -4.282744 2.778255 2.423958
C -3.495483 3.717460 3.110274
Br -4.292562 5.304960 3.759510
C -2.139192 3.451732 3.343575
C -1.558796 2.293371 2.809056
C 1.662174 -1.755681 2.412597
C 1.737093 -2.929202 3.172496
H -1.225014 -4.345752 2.300107
H -1.340601 -2.310395 0.894160
H -3.501947 -1.033480 0.523878
H -0.607480 1.259080 -0.161240
H -1.587936 -0.563891 2.146516
H -4.295741 0.896743 1.354081
H -5.344293 2.936358 2.285606
H -1.539569 4.150712 3.920745
H -0.508881 2.048556 2.999480
H 2.423285 -0.991481 2.543307
H 2.583126 -3.110323 3.823954

Atomic forces in eV per Å
C -0.4 0.0 -0.9
C 1.1 -0.4 1.5
C -0.2 0.2 -0.7
C 0.7 0.9 0.6
C 4.0 -0.8 -3.5
B 0.7 -1.3 1.4
C -0.2 -1.1 -0.9
C 1.2 -1.2 -0.5
C -0.8 1.0 -0.1
C 1.7 -0.7 2.1
C 0.0 1.0 -0.2
O -1.0 -1.1 -1.6
C -0.4 1.5 -2.2
C -0.6 -0.1 1.1
C -0.5 0.7 0.7
C 0.6 -2.1 -0.2
C -0.1 1.3 -0.1
O 0.8 -0.7 -1.0
C -1.2 -1.4 -1.4
C 0.7 0.7 0.5
C 0.5 0.1 0.2
C -1.1 1.6 -0.8
C 0.6 -1.1 0.4
O -0.5 0.2 0.4
O -0.3 0.2 -0.5
H -0.2 -0.2 0.1
H -0.1 0.3 0.1
H 0.3 -0.1 0.0
H -0.3 0.0 0.2
H -0.3 -0.1 -0.2
H -0.3 0.2 -0.2
H -0.1 -0.2 -0.1
H 0.0 0.0 -0.1
H -0.1 0.2 -0.2
H 0.1 -0.1 0.0
H 0.0 0.3 0.1
H -0.2 0.0 0.2
H 0.0 -0.1 0.2
H 0.2 0.0 -0.1
H -0.2 -0.1 -0.1
H 0.4 0.0 0.2
H 0.2 0.1 0.2
H 0.2 0.2 0.1
H -0.2 0.0 0.3
H 0.1 0.0 -0.3
Br -0.1 0.2 -0.1
C 0.2 0.7 0.0
C 0.2 0.1 -0.1
C 0.5 -0.1 -0.1
C 0.2 0.9 0.2
C -5.2 1.7 5.5
C 2.1 0.5 1.1
C -3.0 -0.7 -1.0
C 1.4 -0.1 0.6
C -0.1 0.5 0.4
C 0.3 0.3 0.0
C 0.2 -1.1 -0.3
Br 0.0 0.0 0.0
C -0.1 -0.1 -0.2
C -0.4 0.7 0.0
C -0.4 -0.5 -0.1
C -0.4 -0.2 -0.2
H 0.0 0.1 0.0
H 0.5 -0.2 0.1
H -0.4 -0.6 -0.4
H 0.4 -0.5 0.3
H 0.1 0.3 -0.3
H 0.0 0.4 0.1
H 0.0 0.1 0.1
H -0.1 -0.1 -0.1
H -0.3 0.2 -0.2
H -0.2 -0.3 -0.1
H 0.0 0.1 0.0

Values from the calculation:
- E_LUMO: -0.033 Ha
- Total energy: -6825.8314 hartree
- Energy relative to the best compared isomer or geometry (same formula, charge and spin): 27.7 kcal/mol
- Gap between HOMO and LUMO: 3.91 eV

---

Number 1 is which compound?
C41H63BrCdO4PSi